Record 1
{
  "formula": "C5H13N2O",
  "method": "ωB97M-V with the def2-TZVPD basis set",
  "elements": ["C", "C", "C", "C", "C", "N", "N", "O", "H", "H", "H", "H", "H", "H", "H", "H", "H", "H", "H", "H", "H"],
  "coordinates": [[2.549, 0.107, -0.031], [3.920, 0.294, 0.484], [-4.598, -0.061, 0.066], [0.681, -1.261, -0.462], [-3.134, -0.232, -0.044], [1.947, 1.195, -0.651], [1.950, -1.077, -0.068], [-2.184, 0.697, 0.002], [4.296, -0.578, 0.783], [4.030, 1.089, 1.227], [4.657, 0.814, -0.126], [-4.781, 0.875, 0.445], [-4.921, -0.430, -0.934], [-5.048, -0.827, 0.885], [0.038, -0.526, -0.928], [0.175, -1.971, 0.203], [-2.564, -1.129, 0.132], [2.267, 2.137, -0.328], [0.962, 1.257, -0.721], [2.397, -1.884, 0.312], [-2.638, 1.510, -0.246]],
  "multiplicity": 3,
  "homo_lumo_gap_ha": [0.2090, 0.3443],
  "de_lowest_kcal_mol": 11.82,
  "homo_ev": [-9.22, -14.48],
  "total_energy_ev": -10412.594,
  "largest_force_ev_per_a": 4.79,
  "charge": 1
}



Record 2
{
  "formula": "C5H13N2O",
  "method": "ωB97M-V with the def2-TZVPD basis set",
  "elements": ["O", "C", "N", "C", "C", "N", "C", "C", "H", "H", "H", "H", "H", "H", "H", "H", "H", "H", "H", "H", "H"],
  "coordinates": [[-1.462, 0.659, -2.069], [-2.364, 0.486, -1.163], [2.920, -0.581, 0.842], [3.409, 0.095, -0.303], [-1.871, 0.730, 0.415], [-2.494, -0.154, 1.292], [-0.127, -1.134, -0.002], [-0.408, 0.308, 0.474], [3.738, -0.931, 1.384], [4.467, 0.372, -0.345], [3.109, -0.372, -1.268], [2.563, 0.775, 0.006], [-2.117, 1.773, 0.653], [-2.695, -0.565, -1.085], [-3.287, 1.040, -1.382], [-3.367, 0.221, 1.687], [0.188, -1.188, -1.063], [0.762, -1.600, 0.423], [-1.126, -1.558, 0.136], [0.134, 1.111, -0.089], [0.028, 0.515, 1.458]],
  "multiplicity": 2,
  "homo_lumo_gap_ha": [0.2488, 0.2410],
  "de_lowest_kcal_mol": 252.43,
  "homo_ev": [-19.29, -19.08],
  "total_energy_ev": -10394.425,
  "largest_force_ev_per_a": 3.90,
  "charge": 2
}